# 1
Entry from the Open Molecules 2025 dataset: a single C6H15NO molecule (wB97M-V/def2-TZVPD).

Each line ends with the Löwdin charge.
Atoms and positions in Å:
C (-0.76439, -0.30018, 2.48397)  -0.0799
C (-0.56409, -0.26947, 0.97119)  -0.4028
C (-1.65625, -1.15425, 0.28876)  -0.0841
C (-0.30731, 1.15401, 0.44886)  -0.1658
C (1.02327, 1.38595, -0.27079)  -0.2371
N (1.00479, 1.07817, -1.68502)  -0.0467
C (0.91871, -0.31419, -2.02915)  -0.2848
O (2.14573, -1.00321, -1.76251)  -0.0514
H (0.14864, -0.41783, 3.07225)  0.0773
H (-1.29153, 0.57614, 2.83376)  0.0680
H (-1.39492, -1.13081, 2.80765)  0.0661
H (0.29974, -0.85382, 0.66208)  0.1054
H (-2.21756, -0.65867, -0.50808)  0.0694
H (-1.24029, -2.07001, -0.12208)  0.0697
H (-2.51207, -1.37565, 0.93334)  0.0652
H (-0.59443, 1.86188, 1.22707)  0.1029
H (-1.03616, 1.46023, -0.30472)  0.1095
H (1.77732, 0.80948, 0.28583)  0.1182
H (1.27636, 2.42155, -0.16387)  0.1054
H (1.85515, 1.42775, -2.10663)  0.1103
H (0.55315, -0.38135, -3.05803)  0.1236
H (0.15275, -0.79384, -1.43586)  0.0834
H (2.42338, -1.45190, -2.56801)  0.0783

Properties
LUMO level: 0.864 eV
Net charge: 0
Orbital gap: 9.93 eV
ΔE to the lowest compared entry with this formula, charge and spin: 43.42 kcal per mole

=====

# 2
Entry from the Open Molecules 2025 dataset: a molecular structure, C2BrI2O2 (wB97M-V/def2-TZVPD).

Each line ends with the Löwdin charge.
Atoms and positions in Å:
C (-1.07514, 0.09295, -0.28736)  -1.0223
C (0.38096, -0.17292, 0.15258)  -1.3341
O (-1.88422, -0.75148, 0.09436)  -0.0575
O (-1.20803, 1.16598, -0.83793)  -0.0569
Br (0.51751, -0.14434, 2.00514)  0.5778
I (1.20340, -1.97128, -0.78035)  0.6557
I (2.06551, 1.78108, -0.34643)  0.2373

Properties
LUMO level: 1.968 eV
Net charge: -1
Orbital gap: 7.15 eV
ΔE to the lowest compared entry with this formula, charge and spin: 0.70 kcal per mole

=====

# 3
Entry from the Open Molecules 2025 dataset: a molecular structure, C29H33F5N11O5RbS (wB97M-V/def2-TZVPD).

Each line ends with the Löwdin charge.
Atoms and positions in Å:
Rb (-0.36870, 0.43035, -0.29198)  0.7285
O (-3.09576, -3.04446, -0.33913)  -0.0515
C (-2.42760, -2.37472, -1.16406)  -0.6235
O (-2.52727, -1.13435, -1.34122)  -0.1126
C (-1.38310, -3.18124, -1.95967)  -0.0944
C (-0.38869, -3.77640, -0.95101)  -0.2744
C (0.45115, -4.90152, -1.57765)  -0.1001
C (1.47874, -4.09022, -2.40583)  -0.1089
C (0.94407, -2.66956, -2.19971)  -0.2628
O (0.56142, -2.71529, -0.81508)  -0.1073
C (-0.38838, -2.50035, -2.95166)  -0.1036
C (-0.66797, -1.04756, -3.41939)  -0.6935
O (-1.51654, -0.91457, -4.32504)  -0.0482
O (0.01397, -0.14721, -2.87418)  -0.1898
H (-1.94172, -3.98001, -2.45471)  0.1465
H (-0.83194, -3.99587, 0.01779)  0.1351
H (-0.15764, -5.57162, -2.18758)  0.1057
H (0.94339, -5.49351, -0.80363)  0.0989
H (1.50982, -4.37695, -3.45830)  0.1032
H (2.48333, -4.18592, -1.98738)  0.1021
H (1.63711, -1.84532, -2.34964)  0.1472
H (-0.37371, -3.10138, -3.86663)  0.1383
C (-2.98269, -3.60929, 2.91623)  -0.0844
N (-1.98317, -2.93574, 3.73359)  -0.1770
C (-2.58482, -2.32114, 4.90938)  -0.0878
C (-1.11845, -2.09036, 2.99404)  -0.4487
N (-1.20298, -1.79853, 1.77366)  0.2015
N (-0.04701, -1.65350, 3.80399)  0.0998
C (0.77857, -0.55514, 3.55186)  -0.5342
N (1.93208, -0.61458, 4.37498)  0.1078
N (0.49745, 0.34156, 2.71750)  0.1419
H (-3.49875, -4.34372, 3.53673)  0.0790
H (-2.51501, -4.11402, 2.07276)  0.0794
H (-3.72420, -2.91460, 2.49988)  0.0935
H (-2.96992, -3.09786, 5.57475)  0.0740
H (-3.41583, -1.65706, 4.63317)  0.0894
H (-1.84107, -1.73650, 5.44453)  0.0710
H (-2.06547, -2.14263, 1.34723)  0.0250
H (0.38497, -2.40310, 4.32011)  0.1288
H (1.70468, -0.83684, 5.33570)  0.0708
H (2.44059, 0.25761, 4.33809)  0.0819
H (1.17781, 1.09750, 2.72157)  0.0360
N (4.79334, -1.01669, 0.32711)  0.1644
C (4.41460, -2.20276, 0.92926)  -0.1923
C (5.12300, -3.31650, 1.37039)  -0.0450
C (4.38096, -4.34055, 1.93054)  -0.1212
C (2.98257, -4.26378, 2.04736)  -0.0951
C (2.28474, -3.15649, 1.60444)  -0.0051
C (3.02149, -2.11576, 1.04284)  -0.2110
N (2.56773, -0.91322, 0.53030)  0.1982
C (3.63584, -0.29845, 0.12053)  -0.2562
C (3.59600, 1.01942, -0.51598)  -0.3250
C (4.62154, 1.74104, -1.05017)  -0.3705
S (3.99887, 3.20390, -1.68609)  1.0153
C (2.41898, 2.73629, -1.20153)  -0.4425
N (2.35861, 1.59088, -0.60560)  0.0135
H (5.72009, -0.72640, 0.08014)  0.1449
H (6.19996, -3.39210, 1.28173)  0.0947
H (4.89148, -5.22893, 2.28417)  0.0862
H (2.44283, -5.09635, 2.48230)  0.0925
H (1.20735, -3.07441, 1.65219)  0.0979
H (5.66924, 1.49548, -1.09959)  0.0550
H (1.56142, 3.37336, -1.36252)  0.0491
C (-2.40058, 1.97771, -3.14094)  -0.0589
C (-1.24436, 2.86196, -3.21791)  -0.2736
N (-0.33519, 3.56229, -3.27522)  0.1337
H (-2.10583, 0.96387, -3.43333)  0.0484
H (-3.17626, 2.34477, -3.81417)  0.0781
H (-2.79567, 1.98912, -2.12480)  0.0806
N (-4.15791, -0.04403, 0.46229)  -0.0107
C (-5.49466, 0.01983, 0.50654)  -0.1341
C (-5.83266, 0.79571, 1.59990)  -0.1176
C (-4.59163, 1.18203, 2.13351)  -0.2016
N (-3.58541, 0.65177, 1.44968)  0.0362
H (-3.55049, -0.52717, -0.24793)  0.0758
H (-6.09327, -0.49596, -0.22570)  0.1047
H (-6.82146, 1.05685, 1.93709)  0.0663
H (-4.37524, 1.80676, 2.98569)  0.0866
F (-0.60449, 5.16294, 1.15925)  -0.0958
C (0.44393, 4.22307, 0.96554)  -0.2392
F (1.47543, 5.05363, 0.38340)  -0.1261
C (0.98566, 4.08069, 2.39169)  -0.6107
F (0.08838, 3.49107, 3.21027)  0.0900
F (2.09589, 3.28731, 2.42065)  0.0654
F (1.36030, 5.22452, 3.03680)  0.0718

Properties
LUMO level: 3.635 eV
Net charge: -2
Orbital gap: 5.43 eV
ΔE to the lowest compared entry with this formula, charge and spin: 0.00 kcal per mole